Entry from OMol25: an isolated molecule of C5H6N2 in a non-equilibrium geometry (wB97M-V/def2-TZVPD).

The calculation puts the LUMO energy at 0.9043 eV. Its total charge is 0. Its energy relative to the best compared isomer or geometry (same formula, charge and spin) is 60.4 kcal/mol. As for the frontier orbital gap: 10.72 eV. As for the highest occupied orbital energy: -0.361 hartree.

Positions of all 13 atoms, in Å:
N 2.2481 0.5588 1.8589
N -0.1823 0.8729 -0.7675
H -1.8491 -1.1364 -0.5556
C 1.7632 0.4742 0.8137
H 0.2088 -1.1131 -1.8086
C -0.9918 0.5904 0.4572
C 1.1566 0.3721 -0.4886
H -0.9000 -1.7686 0.7973
H -1.9253 1.1468 0.4207
C -0.9909 -0.9357 0.0928
H 1.8179 0.6063 -1.3128
H -0.4682 0.9297 1.3591
C 0.1131 -0.5974 -0.8665

Mulliken charges, unit e, in atom order: number 1, N, carries -0.440; number 2, N, carries -0.533; number 3, H, carries 0.268; number 4, C, carries 0.126; number 5, H, carries 0.339; number 6, C, carries -0.508; number 7, C, carries 0.127; number 8, H, carries 0.304; number 9, H, carries 0.277; number 10, C, carries -0.455; number 11, H, carries 0.383; number 12, H, carries 0.276; number 13, C, carries -0.165

Entry from OMol25: a structure of composition C33H47BN10O4RuSSe2 in a non-equilibrium geometry (wB97M-V/def2-TZVPD).

Its spin multiplicity is 6. The calculation puts the LUMO energy (alpha / beta) at 2.4402 / 1.2003 eV. The expectation value of S² is 8.77. Its total charge is -1. Its energy relative to the best compared isomer or geometry (same formula, charge and spin) is 58.3 kcal/mol. As for the frontier orbital gap (alpha / beta): 7.01 / 6.03 eV. As for the highest occupied orbital energy (alpha / beta): -0.168 / -0.178 hartree.

Positions of all 99 atoms, in Å:
H -0.2009 -4.6892 -4.6407
H 2.0621 -3.0074 3.7736
C 2.3729 0.7919 -3.9541
N -1.0424 -1.7589 1.8572
N 0.5403 -3.3333 0.5080
H -2.0079 -3.0943 3.1649
O -2.1552 0.9303 -3.3721
C 0.9332 -3.9315 -1.5122
C 3.1086 -0.0095 -1.8757
C 5.4607 0.5749 2.5869
H -4.2952 0.5839 0.8094
C 1.1071 -5.0736 -0.7086
C 1.4414 4.3725 0.2856
H 3.2664 2.1565 3.2667
B 0.2691 -2.5629 1.7989
C 0.4029 4.0530 2.6177
S -1.4991 -0.3479 -3.2333
N -6.0208 -3.6573 -1.2217
H -0.6145 -5.4386 -3.0859
H 4.4734 0.6171 -3.4300
H -4.9275 -3.8425 -3.6180
H -0.3630 4.4766 3.2738
H -6.6080 -4.0840 -1.9213
H 1.3565 4.0669 3.1492
H 0.8643 -5.1818 1.4943
C 3.1891 -0.3778 2.2286
H 0.9623 7.0193 1.0325
H 1.3805 -6.0564 -1.0377
H -0.4618 5.7715 -1.0271
H 3.8620 -0.2485 -1.1308
H -2.7670 -0.5109 -0.7223
H 2.6144 5.6043 2.8132
C -2.6784 1.9062 0.3067
Se 0.8252 2.8125 -0.8427
N 1.8606 -0.2110 -1.5142
N -0.3588 -0.2838 -2.0432
C -4.3500 -1.9495 -0.8742
C -3.3523 -2.3973 -3.4191
C -2.5798 -0.2462 1.6883
C -3.7822 1.7335 2.5428
Ru 0.4387 0.4181 0.1655
O -1.0056 -0.9645 -4.4386
H 4.2947 0.7134 0.7882
C -4.4452 -3.1183 -2.9737
C 3.3969 -1.3115 3.2498
H -1.5350 5.6248 1.5560
H 2.3935 -2.3657 -3.2292
H -4.3861 1.1152 3.2021
C 0.8684 0.0303 -2.4249
H 6.1538 1.3565 2.2809
C 1.0839 6.2879 1.8348
H -4.3507 2.6199 2.2734
C -4.9616 -2.8977 -1.6956
H 4.2116 -1.3792 3.9409
H 2.3886 4.0787 0.7329
H 1.7985 -4.8505 -3.1769
C -3.0740 -1.2436 2.5400
C 3.4476 0.4685 -3.1337
H -2.0287 1.3902 -0.4095
Se -0.0467 2.0914 2.5908
H 2.5234 1.2654 -4.9159
H 1.6464 5.1622 -0.4427
H -3.4101 2.4736 -0.2640
N -1.3516 -0.5860 1.2920
C 0.8514 -4.6465 0.5647
C -3.2561 -1.2435 -1.3311
C 0.5083 4.9250 1.3632
O 2.4528 6.2830 2.1471
H 1.8087 -3.0507 -4.7494
H -2.8896 2.0427 3.0836
C 3.4920 2.0890 2.2025
H -4.0239 -1.2746 3.0345
H -2.0711 2.6035 0.8765
H 0.4973 6.6283 2.7017
C 4.1223 0.7396 1.8691
H 4.1578 2.9084 1.9271
H -6.5262 -3.2608 -0.4447
H 0.7299 -2.0679 -3.7731
C 1.0603 -4.0508 -3.0016
C 1.5294 -2.7999 -3.7265
H -2.9603 -2.5478 -4.4108
C -2.0664 -2.1758 2.6157
N 2.0340 -0.6452 1.6116
C 2.3070 -2.1452 3.1859
H -1.0344 -3.7531 -3.3949
H 5.3209 0.6519 3.6625
H -1.3027 4.2837 0.4031
N 1.5023 -1.7236 2.2018
C -0.8833 5.2212 0.7752
H 5.8965 -0.3964 2.3636
O -0.8654 6.1799 -0.2517
C -0.2839 -4.5186 -3.5684
C -2.7531 -1.4628 -2.5949
H -4.7548 -1.7646 0.1128
N 1.1215 0.5735 -3.6269
N 0.5969 -2.8921 -0.7573
C -3.3770 0.9619 1.2806
H 0.1592 -3.3906 2.6516
H 2.5613 2.1633 1.6410

Mulliken charges, unit e, in atom order: number 1, H, carries 0.419; number 2, H, carries 0.478; number 3, C, carries -0.430; number 4, N, carries -0.785; number 5, N, carries -0.063; number 6, H, carries 0.555; number 7, O, carries -0.772; number 8, C, carries 0.194; number 9, C, carries -0.608; number 10, C, carries -2.142; number 11, H, carries 0.303; number 12, C, carries -1.549; number 13, C, carries -1.492; number 14, H, carries 0.310; number 15, B, carries 0.140; number 16, C, carries -1.599; number 17, S, carries 1.372; number 18, N, carries -0.555; number 19, H, carries 0.458; number 20, H, carries 0.446; number 21, H, carries 0.257; number 22, H, carries 0.593; number 23, H, carries 0.218; number 24, H, carries 0.321; number 25, H, carries 0.530; number 26, C, carries -0.615; number 27, H, carries 0.459; number 28, H, carries 0.474; number 29, H, carries 0.431; number 30, H, carries 0.567; number 31, H, carries -0.167; number 32, H, carries 0.364; number 33, C, carries -0.803; number 34, Se, carries -0.129; number 35, N, carries 0.027; number 36, N, carries -0.202; number 37, C, carries -0.296; number 38, C, carries -0.119; number 39, C, carries -0.784; number 40, C, carries -1.778; number 41, Ru, carries 2.634; number 42, O, carries -0.701; number 43, H, carries -0.257; number 44, C, carries -1.037; number 45, C, carries -1.032; number 46, H, carries 0.597; number 47, H, carries 0.144; number 48, H, carries 0.429; number 49, C, carries 0.688; number 50, H, carries 0.485; number 51, C, carries -1.244; number 52, H, carries 0.484; number 53, C, carries 0.841; number 54, H, carries 0.502; number 55, H, carries 0.062; number 56, H, carries 0.414; number 57, C, carries -1.792; number 58, C, carries -1.140; number 59, H, carries 0.117; number 60, Se, carries -0.417; number 61, H, carries 0.528; number 62, H, carries 0.755; number 63, H, carries 0.391; number 64, N, carries 1.546; number 65, C, carries -0.377; number 66, C, carries 0.121; number 67, C, carries 2.388; number 68, O, carries -0.574; number 69, H, carries 0.535; number 70, H, carries 0.240; number 71, C, carries -0.721; number 72, H, carries 0.545; number 73, H, carries -0.518; number 74, H, carries 0.367; number 75, C, carries 1.727; number 76, H, carries 0.472; number 77, H, carries 0.222; number 78, H, carries 0.394; number 79, C, carries 0.586; number 80, C, carries -1.443; number 81, H, carries 0.515; number 82, C, carries -0.400; number 83, N, carries 0.594; number 84, C, carries -0.778; number 85, H, carries 0.150; number 86, H, carries 0.347; number 87, H, carries 0.313; number 88, N, carries 0.000; number 89, C, carries -1.162; number 90, H, carries 0.482; number 91, O, carries -0.636; number 92, C, carries -1.438; number 93, C, carries -0.753; number 94, H, carries 0.140; number 95, N, carries -0.552; number 96, N, carries 0.412; number 97, C, carries 1.486; number 98, H, carries -0.277; number 99, H, carries -0.435